A 2-piece molecular cluster, C9H8Si overall at a distorted geometry, computed with wB97M-V/def2-TZVPD.

Summary:
- HOMO level (spin up / spin down): -9.332 / -8.747 eV
- HOMO-LUMO gap (spin up / spin down): 0.26906 / 0.26432 Ha
- Energy: -636.928785 Eh

ORCA input file:
```
! RIJCOSX wB97M-V def2-TZVPD def2/J DEFGRID3
* xyz 0 1
C 4.52 -0.78 -0.26
C 3.46 -0.11 -0.19
C -2.21 -2.10 0.01
C -2.28 -0.71 0.16
C -0.97 -2.70 0.03
C -1.12 0.07 0.17
C 0.22 -1.84 -0.07
C 0.15 -0.47 0.00
C 1.01 3.82 -0.12
Si 1.82 0.55 0.02
H -3.05 -2.66 0.20
H -3.29 -0.24 0.26
H -0.92 -3.78 0.03
H -1.28 1.20 0.36
H 1.19 -2.34 0.02
H 0.55 4.38 0.75
H 2.02 4.16 -0.41
H 0.20 3.54 -0.96
*
```

These are the Löwdin partial charges, in e, on atoms 1 to 6:
1. C -0.114
2. C -0.496
3. C -0.090
4. C -0.092
5. C -0.038
6. C -0.144